(1)
# C4H3NOS

A cluster of 2 separate species, C4H3NOS in total at a distorted geometry (ωB97M-V/def2-TZVPD, the Open Molecules 2025 dataset).

calculated total energy = -682.276069 Ha
SMILES string = C=C=C=S.N=C=O
LUMO (alpha / beta) = -1.496 / -1.496 eV
orbital gap (alpha / beta) = 7.029 / 7.030 eV
energy above the lowest of the compared OMol25 structures with the same formula, charge and spin = 248.48 kJ/mol
charge = 0

Last columns: bonded neighbours and bond lengths (Å).
Geometry (Å):
1 C -0.86 -0.40 -0.46  C2 1.241, C4 1.349
2 C -2.09 -0.48 -0.32  C1 1.241, S7 1.573
3 C -0.53 1.96 -0.09  N5 1.186, O6 1.156
4 C 0.40 -0.84 -0.65  C1 1.349, H8 1.092, H9 1.197
5 N -0.74 2.26 1.04  C3 1.186, H10 1.007
6 O -0.29 1.99 -1.22  C3 1.156
7 S -3.63 -0.16 -0.21  C2 1.573
8 H 1.21 -0.16 -0.93  C4 1.092
9 H 0.68 -1.98 -0.86  C4 1.197
10 H -0.89 2.35 2.03  N5 1.007


(2)
# C3H6BrI

A cluster of 2 separate species, C3H6BrI in total at a distorted geometry (ωB97M-V/def2-TZVPD, the Open Molecules 2025 dataset).

calculated total energy = -2989.516871 Ha
LUMO (alpha / beta) = -2.837 / -2.837 eV
orbital gap (alpha / beta) = 5.859 / 5.859 eV
energy above the lowest of the compared OMol25 structures with the same formula, charge and spin = 258.27 kJ/mol
charge = 0

Last columns: bonded neighbours and bond lengths (Å).
Geometry (Å):
1 C 0.80 -0.92 -0.59  C3 1.469, H6 1.151, H7 1.154, H8 1.148
2 C -0.94 0.55 0.38  C3 1.490, Br4 2.045, H9 1.101, H10 1.152
3 C 0.36 -0.15 0.58  C1 1.469, C2 1.490, H11 1.063
4 Br -2.39 -0.78 0.93  C2 2.045
5 I 1.27 2.85 -0.39  no bonds
6 H 1.06 -0.23 -1.47  C1 1.151
7 H 1.62 -1.66 -0.25  C1 1.154
8 H -0.03 -1.54 -1.09  C1 1.148
9 H -1.18 1.41 1.03  C2 1.101
10 H -1.10 0.71 -0.75  C2 1.152
11 H 0.53 -0.24 1.62  C3 1.063


(3)
# C33H73N3O5

A cluster of 5 separate species, C33H73N3O5 in total at a distorted geometry (ωB97M-V/def2-TZVPD, the Open Molecules 2025 dataset).

calculated total energy = -1841.337341 Ha
SMILES string = CC1(C)CCCC(C)(C)N1O.CC1(C)CCCC(C)(C)N1O.CC1(C)CCCC(C)(C)N1O.CC(C)O.CC(C)O
LUMO = 0.460 eV
orbital gap = 8.351 eV
energy above the lowest of the compared OMol25 structures with the same formula, charge and spin = 361.84 kJ/mol
charge = 0

Last columns: bonded neighbours and bond lengths (Å).
Geometry (Å):
1 C -1.33 2.30 1.03  C2 1.601, H5 1.090, H6 1.090, H7 1.090
2 C -0.10 3.12 1.65  C1 1.601, C3 1.482, O4 1.381, H8 1.090
3 C 1.23 2.48 1.58  C2 1.482, H9 1.090, H10 1.090, H11 1.090
4 O -0.12 4.35 1.00  C2 1.381, H12 0.960
5 H -2.24 2.83 0.74  C1 1.090
6 H -1.60 1.55 1.77  C1 1.090
7 H -1.05 1.73 0.15  C1 1.090
8 H -0.25 3.26 2.72  C2 1.090
9 H 1.62 2.70 0.58  C3 1.090
10 H 1.28 1.41 1.78  C3 1.090
11 H 1.96 3.01 2.20  C3 1.090
12 H 0.44 4.30 0.23  O4 0.960
13 C -6.45 6.19 1.75  C14 1.573, H17 1.090, H18 1.090, H19 1.090
14 C -7.02 6.13 3.22  C13 1.573, C15 1.539, O16 1.448, H20 1.090
15 C -5.90 6.40 4.24  C14 1.539, H21 1.090, H22 1.090, H23 1.090
16 O -7.77 7.36 3.33  C14 1.448, H24 0.960
17 H -5.51 6.72 1.67  C13 1.090
18 H -7.20 6.73 1.17  C13 1.090
19 H -6.33 5.20 1.31  C13 1.090
20 H -7.68 5.30 3.49  C14 1.090
21 H -5.43 7.38 4.12  C15 1.090
22 H -5.07 5.70 4.18  C15 1.090
23 H -6.26 6.35 5.26  C15 1.090
24 H -7.76 7.90 2.54  O16 0.960
25 C -5.10 -3.07 -1.40  C26 1.580, H36 1.090, H37 1.090, H38 1.090
26 C -5.32 -4.37 -0.53  C25 1.580, C27 1.624, N31 1.456, C35 1.512
27 C -5.82 -5.49 -1.60  C26 1.624, C28 1.591, H39 1.090, H40 1.090
28 C -4.62 -6.18 -2.38  C27 1.591, C29 1.545, H41 1.090, H42 1.090
29 C -3.59 -6.72 -1.36  C28 1.545, C30 1.520, H43 1.090, H44 1.090
30 C -3.03 -5.64 -0.44  C29 1.520, N31 1.524, C33 1.547, C34 1.560
31 N -4.14 -4.81 0.19  C26 1.456, C30 1.524, O32 1.403
32 O -3.68 -3.86 1.12  N31 1.403, H54 0.960
33 C -2.28 -6.35 0.72  C30 1.547, H45 1.090, H46 1.090, H47 1.090
34 C -2.03 -4.75 -1.24  C30 1.560, H48 1.090, H49 1.090, H50 1.090
35 C -6.46 -4.30 0.47  C26 1.512, H51 1.090, H52 1.090, H53 1.090
36 H -4.24 -3.16 -2.06  C25 1.090
37 H -4.87 -2.20 -0.77  C25 1.090
38 H -5.96 -2.80 -2.00  C25 1.090
39 H -6.56 -6.20 -1.23  C27 1.090
40 H -6.43 -4.91 -2.30  C27 1.090
41 H -4.16 -5.45 -3.04  C28 1.090
42 H -4.97 -6.92 -3.10  C28 1.090
43 H -2.76 -7.12 -1.94  C29 1.090
44 H -4.03 -7.54 -0.79  C29 1.090
45 H -1.66 -5.70 1.33  C33 1.090
46 H -3.08 -6.73 1.35  C33 1.090
47 H -1.68 -7.19 0.37  C33 1.090
48 H -1.86 -3.78 -0.78  C34 1.090
49 H -1.12 -5.33 -1.38  C34 1.090
50 H -2.34 -4.40 -2.22  C34 1.090
51 H -6.76 -5.24 0.91  C35 1.090
52 H -7.35 -3.93 -0.05  C35 1.090
53 H -6.25 -3.56 1.25  C35 1.090
54 H -4.35 -4.03 1.78  O32 0.960
55 C -2.57 3.92 -8.58  C56 1.541, H66 1.090, H67 1.090, H68 1.090
56 C -2.93 3.50 -7.15  C55 1.541, C57 1.603, N61 1.442, C65 1.604
57 C -1.70 2.58 -6.69  C56 1.603, C58 1.550, H69 1.090, H70 1.090
58 C -0.53 3.38 -6.06  C57 1.550, C59 1.521, H71 1.090, H72 1.090
59 C -1.09 4.43 -5.11  C58 1.521, C60 1.560, H73 1.090, H74 1.090
60 C -2.13 5.46 -5.65  C59 1.560, N61 1.519, C63 1.539, C64 1.554
61 N -3.22 4.59 -6.26  C56 1.442, C60 1.519, O62 1.318
62 O -4.28 5.29 -6.59  N61 1.318, H84 0.960
63 C -2.65 6.23 -4.43  C60 1.539, H75 1.090, H76 1.090, H77 1.090
64 C -1.39 6.46 -6.58  C60 1.554, H78 1.090, H79 1.090, H80 1.090
65 C -4.22 2.57 -7.34  C56 1.604, H81 1.090, H82 1.090, H83 1.090
66 H -3.27 4.53 -9.15  C55 1.090
67 H -2.43 2.99 -9.13  C55 1.090
68 H -1.60 4.42 -8.53  C55 1.090
69 H -1.98 1.73 -6.07  C57 1.090
70 H -1.23 2.08 -7.54  C57 1.090
71 H 0.03 3.78 -6.90  C58 1.090
72 H 0.10 2.63 -5.60  C58 1.090
73 H -0.30 4.97 -4.58  C59 1.090
74 H -1.64 3.83 -4.39  C59 1.090
75 H -1.74 6.51 -3.90  C63 1.090
76 H -3.26 7.12 -4.59  C63 1.090
77 H -3.21 5.57 -3.76  C63 1.090
78 H -0.32 6.29 -6.73  C64 1.090
79 H -1.78 6.53 -7.59  C64 1.090
80 H -1.44 7.46 -6.15  C64 1.090
81 H -5.09 3.09 -7.74  C65 1.090
82 H -4.35 2.20 -6.32  C65 1.090
83 H -3.91 1.68 -7.90  C65 1.090
84 H -4.06 5.87 -7.32  O62 0.960
85 C 10.61 -0.78 5.86  C86 1.561, H96 1.090, H97 1.090, H98 1.090
86 C 9.45 -1.82 5.88  C85 1.561, C87 1.510, N91 1.502, C95 1.591
87 C 8.43 -1.32 4.89  C86 1.510, C88 1.464, H99 1.090, H100 1.090
88 C 7.42 -2.34 4.64  C87 1.464, C89 1.530, H101 1.090, H102 1.090
89 C 8.01 -3.63 4.08  C88 1.530, C90 1.553, H103 1.090, H104 1.090
90 C 9.08 -4.26 5.01  C89 1.553, N91 1.525, C93 1.585, C94 1.590
91 N 10.03 -3.15 5.48  C86 1.502, C90 1.525, O92 1.334
92 O 11.06 -3.62 6.18  N91 1.334, H114 0.960
93 C 8.52 -5.02 6.28  C90 1.585, H105 1.090, H106 1.090, H107 1.090
94 C 9.88 -5.37 4.20  C90 1.590, H108 1.090, H109 1.090, H110 1.090
95 C 8.86 -1.74 7.35  C86 1.591, H111 1.090, H112 1.090, H113 1.090
96 H 10.44 0.18 6.35  C85 1.090
97 H 10.83 -0.44 4.85  C85 1.090
98 H 11.45 -1.21 6.40  C85 1.090
99 H 7.97 -0.42 5.30  C87 1.090
100 H 8.88 -1.01 3.95  C87 1.090
101 H 6.66 -1.84 4.05  C88 1.090
102 H 6.88 -2.62 5.55  C88 1.090
103 H 8.25 -3.65 3.01  C89 1.090
104 H 7.28 -4.43 4.22  C89 1.090
105 H 7.89 -4.49 6.99  C93 1.090
106 H 7.83 -5.83 6.02  C93 1.090
107 H 9.35 -5.50 6.81  C93 1.090
108 H 10.78 -5.78 4.65  C94 1.090
109 H 9.19 -6.17 3.93  C94 1.090
110 H 10.27 -4.93 3.28  C94 1.090
111 H 9.64 -2.11 8.02  C95 1.090
112 H 8.05 -2.47 7.42  C95 1.090
113 H 8.44 -0.75 7.56  C95 1.090
114 H 11.75 -3.85 5.55  O92 0.960


(4)
# C5H13NO2

A cluster of 3 separate species, C5H13NO2 in total at a distorted geometry (ωB97M-V/def2-TZVPD, the Open Molecules 2025 dataset).

calculated total energy = -403.418673 Ha
SMILES string = C=NC(=C)CC.O.O
LUMO = 0.331 eV
orbital gap = 8.761 eV
energy above the lowest of the compared OMol25 structures with the same formula, charge and spin = 414.67 kJ/mol
charge = 0

Last columns: bonded neighbours and bond lengths (Å).
Geometry (Å):
1 C 0.50 2.05 1.63  C2 1.561, H7 1.098, H8 1.130, H9 1.011
2 C 0.52 1.91 0.07  C1 1.561, C3 1.536, H10 1.080, H11 0.996
3 C -0.29 0.62 -0.13  C2 1.536, C4 1.367, N6 1.373
4 C 0.29 -0.60 0.05  C3 1.367, H12 1.000, H13 1.046
5 C -2.46 1.40 -0.88  N6 1.282, H14 1.163, H15 1.069
6 N -1.66 0.61 -0.27  C3 1.373, C5 1.282
7 H -0.43 2.50 2.00  C1 1.098
8 H 0.70 0.99 1.94  C1 1.130
9 H 1.30 2.58 1.95  C1 1.011
10 H 1.47 1.65 -0.38  C2 1.080
11 H 0.23 2.72 -0.43  C2 0.996
12 H 1.18 -0.75 0.48  C4 1.000
13 H -0.11 -1.51 -0.26  C4 1.046
14 H -3.57 1.19 -0.59  C5 1.163
15 H -2.25 2.13 -1.63  C5 1.069
16 H 1.13 -6.11 1.14  O18 0.969
17 H -0.11 -6.55 1.93  O18 0.874
18 O 0.58 -6.01 1.93  H16 0.969, H17 0.874
19 H 1.25 -0.30 -3.09  O21 0.963
20 H 0.60 0.84 -2.31  O21 1.001
21 O 1.12 0.65 -3.15  H19 0.963, H20 1.001


Q: What is the energy above the lowest of the compared OMol25 structures with the same formula, charge and spin in the fourth record?
A: 414.67 kJ/mol